1.
{
  "formula": "C57H47CdN3O4P2",
  "method": "ωB97M-V/def2-TZVPD",
  "symbols": ["Cd", "C", "O", "C", "C", "C", "C", "C", "C", "N", "N", "C", "O", "C", "C", "C", "C", "C", "C", "C", "O", "H", "H", "H", "H", "H", "H", "H", "H", "H", "H", "H", "H", "O", "C", "C", "C", "C", "C", "C", "P", "C", "C", "C", "C", "C", "C", "C", "C", "C", "C", "C", "C", "C", "C", "C", "C", "C", "C", "P", "C", "C", "C", "C", "C", "C", "C", "C", "C", "C", "C", "C", "H", "H", "H", "H", "H", "H", "H", "H", "H", "H", "H", "H", "H", "H", "H", "H", "H", "H", "H", "H", "H", "H", "H", "H", "H", "H", "H", "H", "N", "C", "C", "C", "C", "C", "C", "H", "H", "H", "H", "H", "H", "H"],
  "coordinates": [[0.466, 0.391, 0.896], [5.558, 3.307, -0.427], [4.328, 2.880, 0.183], [4.363, 2.340, 1.464], [5.474, 2.378, 2.325], [5.485, 1.734, 3.562], [4.317, 1.147, 4.045], [3.122, 1.231, 3.254], [1.903, 0.526, 3.653], [0.819, 0.212, 3.031], [0.131, -0.804, 3.744], [-0.823, -1.196, 2.976], [-1.082, -0.841, 1.741], [-1.823, -2.056, 3.737], [-3.128, -2.128, 3.217], [-4.081, -2.819, 3.959], [-3.754, -3.463, 5.137], [-2.408, -3.522, 5.505], [-1.470, -2.770, 4.859], [3.111, 1.871, 1.983], [2.008, 1.949, 1.291], [6.300, 2.517, -0.372], [5.462, 3.499, -1.459], [5.979, 4.196, 0.047], [6.438, 2.870, 2.079], [6.373, 1.839, 4.170], [4.216, 0.739, 5.064], [1.955, 0.092, 4.657], [-3.351, -1.627, 2.276], [-5.055, -2.917, 3.500], [-4.505, -4.023, 5.737], [-2.074, -4.189, 6.266], [-0.399, -2.858, 5.136], [-3.232, 0.479, -0.580], [-3.754, -0.741, -0.356], [-4.973, -0.850, 0.277], [-5.454, -2.134, 0.558], [-4.761, -3.250, 0.198], [-3.544, -3.118, -0.440], [-2.977, -1.877, -0.712], [-1.390, -1.499, -1.408], [-1.588, -1.533, -3.215], [-0.754, -0.676, -3.918], [-0.951, -0.456, -5.285], [-1.894, -1.231, -5.929], [-2.606, -2.188, -5.257], [-2.421, -2.417, -3.894], [-0.497, -3.087, -1.175], [-0.411, -3.742, 0.070], [0.461, -4.783, 0.283], [1.449, -5.106, -0.623], [1.459, -4.427, -1.835], [0.471, -3.445, -2.107], [-3.131, 0.966, -1.882], [-3.921, 0.418, -2.883], [-3.834, 0.974, -4.168], [-2.982, 2.121, -4.395], [-2.282, 2.600, -3.332], [-2.226, 1.980, -2.099], [-0.953, 2.320, -0.799], [0.550, 2.791, -1.723], [1.333, 1.772, -2.234], [2.427, 2.041, -3.052], [2.828, 3.350, -3.233], [2.140, 4.381, -2.550], [0.985, 4.138, -1.844], [-1.458, 3.878, 0.017], [-0.709, 4.131, 1.176], [-1.045, 5.241, 1.954], [-2.035, 6.113, 1.582], [-2.739, 5.818, 0.417], [-2.525, 4.696, -0.343], [-5.503, 0.093, 0.530], [-6.407, -2.238, 1.057], [-5.180, -4.289, 0.367], [-3.013, -4.020, -0.676], [-0.056, -0.032, -3.337], [-0.346, 0.252, -5.807], [-2.027, -1.100, -6.949], [-3.311, -2.735, -5.888], [-3.072, -3.093, -3.388], [-1.112, -3.432, 0.857], [0.599, -5.285, 1.268], [2.142, -5.920, -0.457], [2.257, -4.603, -2.571], [0.502, -2.917, -3.076], [-4.569, -0.390, -2.621], [-4.289, 0.543, -5.042], [-2.990, 2.608, -5.371], [-1.595, 3.456, -3.543], [1.014, 0.740, -2.015], [3.078, 1.266, -3.405], [3.746, 3.500, -3.827], [2.518, 5.399, -2.708], [0.369, 4.879, -1.320], [0.143, 3.517, 1.477], [-0.499, 5.446, 2.854], [-2.295, 6.946, 2.244], [-3.597, 6.419, 0.156], [-3.157, 4.327, -1.147], [2.064, -0.883, -0.237], [3.025, -1.350, 0.754], [2.545, -2.293, 1.667], [3.368, -2.788, 2.669], [4.624, -2.257, 2.825], [5.081, -1.334, 1.938], [4.244, -0.786, 0.967], [1.817, -1.741, -0.733], [2.537, -0.271, -0.925], [1.556, -2.671, 1.625], [3.014, -3.603, 3.298], [5.276, -2.587, 3.635], [6.049, -0.958, 2.065], [4.536, 0.033, 0.293]],
  "lowdin_charge": [1.349, -0.073, -0.097, -0.216, -0.039, -0.125, -0.052, -0.148, -0.094, -0.101, 0.061, -0.498, -0.244, -0.146, -0.016, -0.094, -0.092, -0.101, -0.062, -0.342, -0.215, 0.086, 0.058, 0.092, 0.113, 0.092, 0.112, 0.117, 0.090, 0.089, 0.110, 0.092, 0.121, -0.043, -0.339, 0.008, -0.097, -0.094, -0.080, -0.293, 1.112, -0.399, -0.104, -0.061, -0.104, -0.080, -0.058, -0.361, -0.113, -0.106, -0.099, -0.076, -0.111, -0.294, -0.001, -0.030, -0.073, -0.110, -0.294, 1.092, -0.374, -0.153, -0.086, -0.086, -0.073, -0.059, -0.380, -0.091, -0.082, -0.081, -0.094, -0.081, 0.143, 0.108, 0.134, 0.103, 0.077, 0.104, 0.086, 0.112, 0.102, 0.105, 0.125, 0.105, 0.107, 0.102, 0.120, 0.099, 0.108, 0.130, 0.045, 0.100, 0.111, 0.109, 0.108, 0.087, 0.102, 0.112, 0.101, 0.104, 0.043, -0.306, -0.046, -0.068, -0.101, -0.080, -0.036, 0.067, 0.086, 0.079, 0.111, 0.113, 0.091, 0.124],
  "e_tot_ev": -95672.746,
  "homo_lumo_gap_ev": 7.194,
  "molar_mass_g_mol": 1012.38
}

---

2.
{
  "formula": "C57H47IN4O2PbS2SbSe2Te2",
  "method": "ωB97M-V/def2-TZVPD",
  "symbols": ["Pb", "Se", "Te", "Te", "Se", "S", "C", "C", "C", "C", "C", "C", "N", "C", "C", "C", "C", "C", "C", "C", "C", "N", "C", "C", "C", "C", "C", "S", "C", "H", "H", "H", "H", "H", "H", "H", "H", "H", "H", "H", "H", "I", "C", "C", "C", "C", "C", "C", "C", "C", "C", "C", "H", "H", "H", "H", "H", "H", "O", "C", "C", "C", "C", "C", "C", "C", "C", "Sb", "C", "C", "C", "C", "C", "C", "C", "C", "C", "C", "C", "C", "C", "C", "H", "H", "H", "H", "H", "H", "H", "H", "H", "H", "H", "H", "H", "H", "H", "H", "H", "H", "H", "H", "H", "N", "C", "N", "C", "C", "O", "C", "C", "H", "H", "H", "H", "H", "H", "H", "H"],
  "coordinates": [[-1.984, 1.628, -0.336], [-1.602, 4.145, 1.982], [-3.631, 4.089, 0.677], [-4.985, 2.465, 2.381], [-3.068, 0.767, 2.131], [-2.503, 5.864, -7.302], [-3.851, 5.290, -8.137], [-4.484, 4.247, -7.538], [-3.901, 3.921, -6.301], [-2.838, 4.698, -6.005], [-1.914, 4.679, -4.850], [-1.652, 3.452, -4.150], [-0.808, 3.289, -3.193], [-0.182, 4.376, -2.707], [-0.424, 5.659, -3.277], [0.329, 6.811, -2.869], [1.124, 6.770, -1.770], [1.307, 5.492, -1.070], [2.083, 5.409, 0.112], [2.121, 4.247, 0.792], [1.566, 3.070, 0.155], [0.981, 3.092, -1.005], [0.736, 4.279, -1.545], [2.778, 4.159, 2.111], [4.019, 4.540, 2.463], [4.142, 4.506, 3.864], [3.012, 4.218, 4.550], [1.755, 3.908, 3.445], [-1.278, 5.818, -4.354], [-4.129, 5.767, -9.067], [-5.383, 3.768, -7.869], [-4.193, 3.018, -5.761], [-2.090, 2.463, -4.385], [0.183, 7.758, -3.339], [1.727, 7.606, -1.532], [2.604, 6.249, 0.601], [1.639, 2.036, 0.553], [4.867, 4.801, 1.840], [5.048, 4.776, 4.303], [2.804, 4.045, 5.606], [-1.357, 6.810, -4.776], [-5.812, 1.573, -0.907], [-5.394, 0.805, -2.787], [-6.447, 0.740, -3.676], [-6.230, 0.286, -4.963], [-5.024, -0.153, -5.399], [-3.939, -0.064, -4.587], [-2.713, -0.246, -5.171], [-1.550, -0.041, -4.483], [-1.653, 0.298, -3.106], [-2.862, 0.526, -2.421], [-4.025, 0.402, -3.213], [-7.449, 1.003, -3.342], [-7.125, 0.179, -5.540], [-4.815, -0.358, -6.441], [-2.743, -0.386, -6.246], [-0.624, -0.166, -5.023], [-0.717, 0.515, -2.535], [1.754, -2.364, -3.845], [1.272, -1.708, -3.074], [2.521, -6.914, 2.825], [3.824, -6.207, 2.602], [5.003, -6.921, 2.426], [6.205, -6.287, 2.182], [6.304, -4.866, 2.036], [5.082, -4.176, 2.145], [3.866, -4.828, 2.461], [1.997, -3.748, 2.470], [1.119, -3.713, 4.502], [-0.230, -3.371, 4.436], [-0.963, -3.093, 5.583], [-0.377, -3.263, 6.817], [0.937, -3.597, 6.874], [1.727, -3.785, 5.733], [3.237, -3.934, 5.751], [2.863, -1.843, 2.477], [2.813, -0.943, 3.586], [3.318, 0.356, 3.490], [3.744, 0.806, 2.264], [3.722, -0.053, 1.162], [3.246, -1.322, 1.223], [3.217, -2.155, -0.051], [2.147, -6.351, 3.664], [2.661, -7.992, 3.108], [1.874, -6.887, 1.944], [5.034, -8.000, 2.487], [7.007, -6.987, 1.965], [7.178, -4.334, 1.673], [5.046, -3.076, 2.007], [-0.807, -3.310, 3.535], [-1.997, -2.815, 5.578], [-0.870, -3.155, 7.823], [1.435, -3.677, 7.848], [3.673, -2.950, 5.916], [3.559, -4.283, 4.719], [3.603, -4.592, 6.567], [2.488, -1.191, 4.548], [3.175, 0.996, 4.338], [3.928, 1.834, 2.053], [4.019, 0.307, 0.207], [3.141, -3.286, 0.152], [4.189, -1.927, -0.524], [2.320, -1.930, -0.664], [0.111, -0.882, -0.209], [-0.921, -1.399, -0.112], [-2.061, -1.999, -0.055], [-2.581, -2.606, 1.191], [-4.065, -2.510, 1.331], [-4.614, -3.045, 0.074], [-4.230, -2.326, -1.077], [-2.782, -2.550, -1.272], [-2.039, -2.310, 2.082], [-2.351, -3.654, 1.096], [-4.389, -1.468, 1.361], [-4.432, -3.071, 2.199], [-4.277, -1.240, -0.911], [-4.889, -2.599, -1.924], [-2.319, -2.054, -2.129], [-2.610, -3.652, -1.257]],
  "lowdin_charge": [0.700, -0.387, -0.006, 0.075, -0.268, 1.033, -0.467, -0.184, -0.121, -0.445, -0.171, -0.066, 0.132, -0.118, -0.148, -0.037, -0.009, -0.107, 0.024, -0.232, -0.094, 0.102, -0.166, -0.537, -0.136, -0.213, -0.402, 1.041, 0.009, 0.059, 0.098, 0.121, 0.108, 0.100, 0.095, 0.140, 0.125, 0.121, 0.078, 0.071, 0.109, 0.865, -0.634, -0.193, -0.110, -0.076, -0.231, -0.079, -0.095, -0.241, -0.307, -0.228, 0.081, 0.093, 0.110, 0.108, 0.093, 0.046, 0.050, 0.001, -0.085, -0.350, -0.076, -0.090, -0.061, -0.112, -0.365, 1.537, -0.328, -0.143, -0.085, -0.108, -0.077, -0.315, -0.050, -0.347, -0.078, -0.077, -0.069, -0.066, -0.360, -0.095, 0.045, 0.096, 0.076, 0.103, 0.092, 0.093, 0.096, 0.054, 0.099, 0.123, 0.113, 0.074, 0.050, 0.085, 0.071, 0.091, 0.076, 0.107, 0.044, 0.088, 0.021, 0.181, -0.380, -0.059, -0.163, -0.166, -0.150, -0.216, -0.090, 0.097, 0.118, 0.036, 0.133, 0.084, 0.146, 0.112, 0.137],
  "e_tot_ev": -256761.622,
  "homo_lumo_gap_ev": 5.843,
  "molar_mass_g_mol": 1753.15,
  "total_charge": -1
}